ORCA calculation (the ωB97M-V functional and the def2-TZVPD basis) on a structure of composition C3H5NO2.

Values from the calculation:
orbital gap	10.164	eV
total charge	0

Geometry as XYZ:
```
11
Properties=species:S:1:pos:R:3:forces:R:3
C -1.40787 0.35154 -0.30104 0.00 -0.03 -0.06
H -1.96129 1.29827 -0.29767 0.18 -0.17 0.05
H -2.07271 -0.44625 0.04742 0.18 0.15 0.00
O -0.26439 0.78392 1.81736 0.20 -0.33 -1.07
O 2.62409 -0.03082 -1.00978 -0.94 0.03 0.59
N 0.83389 -1.08164 0.18408 0.18 0.06 -0.15
H -1.06033 0.12217 -1.30847 -0.01 0.04 0.21
H 0.84229 0.86646 -0.09074 -0.11 0.24 0.06
C 1.62518 -0.24358 -0.39568 0.37 -0.49 -0.13
C -0.26126 0.47252 0.67501 -0.10 0.28 0.53
H 1.07034 -2.07399 0.17779 0.05 0.22 -0.03
```
Positions in Å, forces in eV/Å.

***

ORCA calculation (the ωB97M-V functional and the def2-TZVPD basis) on the molecule C3H5NO2.

Values from the calculation:
orbital gap	11.293	eV
total charge	0
SMILES string	[H]/N=C(\O)[C@@H]1CO1

Geometry as XYZ:
```
11
Properties=species:S:1:pos:R:3:forces:R:3
N 0.20054 -1.83208 0.49021 0.67 0.11 -0.16
H -0.04074 0.77481 1.66485 -0.16 -0.19 0.01
H -2.10618 1.15896 0.17444 0.31 0.51 -0.21
H 0.64235 -2.64772 0.07887 0.32 0.07 -0.06
H -1.29623 0.15055 -1.13587 -0.07 0.03 0.23
O 0.03370 1.58268 -0.29083 -0.82 0.18 0.18
H 1.44309 0.61718 -0.84002 0.64 -0.95 -0.14
C -1.18369 0.76365 -0.24410 -0.21 0.32 -0.21
O 1.68012 -0.34360 -0.67436 -0.23 0.12 -0.19
C -0.06167 0.49005 0.61946 -0.09 -0.16 0.28
C 0.68870 -0.71448 0.15735 -0.38 -0.04 0.28
```
Positions in Å, forces in eV/Å.

***

ORCA calculation (the ωB97M-V functional and the def2-TZVPD basis) on the molecule C3H5NO2.

Values from the calculation:
orbital gap	8.861	eV
total charge	0

Geometry as XYZ:
```
11
Properties=species:S:1:pos:R:3:forces:R:3
O -0.64740 -1.57453 -0.04340 1.52 2.48 -1.26
H 0.28435 0.00608 -1.63038 0.65 -0.63 -4.01
O -1.39770 1.70171 -0.01508 -1.19 3.60 0.16
N -1.63249 -0.58918 0.12128 0.67 0.96 -0.71
C 1.50682 0.10754 0.22711 -1.78 2.01 1.93
C 0.29975 0.02215 -0.63320 -2.35 -1.90 4.75
H 2.03018 -0.81943 0.19950 1.04 -0.27 -0.40
H 1.06835 0.17856 1.28850 0.89 -0.06 -1.34
H -2.49205 -0.72748 0.56948 -1.12 -0.73 0.74
C -1.06442 0.59186 -0.14809 1.96 -3.80 0.20
H 2.04459 1.10272 0.06427 -0.27 -1.66 -0.08
```
Positions in Å, forces in eV/Å.

***

ORCA calculation (the ωB97M-V functional and the def2-TZVPD basis) on a cluster of 3 separate species, C3H5NO2 in total.

Values from the calculation:
orbital gap (alpha / beta)	9.078 / 9.080	eV
total charge	0

Geometry as XYZ:
```
11
Properties=species:S:1:pos:R:3:forces:R:3
C -1.32317 -0.61814 0.27363 -0.25 -0.17 0.03
H 1.09305 0.41399 -1.57430 0.03 0.08 0.03
N 1.64652 0.63896 -0.74248 -0.05 -0.32 0.08
O -0.57194 2.41442 0.13746 0.33 -1.18 -0.23
H -1.89541 0.09189 0.86834 0.17 -0.05 -0.11
C -0.31302 1.31731 -0.05122 -0.37 1.11 0.25
H -1.65704 -0.70728 -0.75341 0.09 0.06 0.14
H 2.12248 -0.35639 0.99118 -0.09 -0.01 -0.10
C 1.50226 -0.37212 0.08325 0.01 0.13 -0.03
O 0.59705 -1.26217 -0.02160 0.13 0.21 -0.01
H -1.20077 -1.56048 0.78915 0.01 0.13 -0.05
```
Positions in Å, forces in eV/Å.

***

ORCA calculation (the ωB97M-V functional and the def2-TZVPD basis) on the molecule C3H5NO2.

Values from the calculation:
orbital gap	9.973	eV
total charge	0
SMILES string	CNC(=O)C=O

Geometry as XYZ:
```
11
Properties=species:S:1:pos:R:3:forces:R:3
C -0.50836 -1.33759 -0.96087 -0.02 -0.13 -0.06
O 0.01906 2.59020 0.52858 0.25 -0.48 0.29
C 0.43591 0.21374 0.63809 -0.01 -0.20 -0.09
H -1.54361 -1.68678 -0.89326 0.13 0.11 -0.01
H -0.81110 0.80289 -0.85881 0.15 -0.14 0.15
O 1.05129 -0.64639 1.24853 -0.15 0.33 -0.10
H 0.12298 -1.97607 -0.34048 -0.14 -0.03 -0.19
H 1.20654 1.76928 1.98429 -0.16 0.11 -0.18
N -0.35588 0.00457 -0.43421 0.12 0.04 0.17
H -0.17421 -1.40206 -2.00140 -0.06 0.06 0.15
C 0.55736 1.66822 1.08956 -0.12 0.34 -0.12
```
Positions in Å, forces in eV/Å.

***

ORCA calculation (the ωB97M-V functional and the def2-TZVPD basis) on the molecule C3H5NO2.

Values from the calculation:
orbital gap	10.502	eV
total charge	0
SMILES string	NC(=O)CC=O

Geometry as XYZ:
```
11
Properties=species:S:1:pos:R:3:forces:R:3
C 0.36233 0.03873 0.64874 -0.28 -0.56 0.43
N 0.65141 -0.09821 -1.77391 -0.12 -0.06 0.02
H -1.82830 -0.26735 1.98309 1.91 -0.84 -0.75
C -0.89247 0.26516 1.58075 -0.16 2.05 -1.57
O -0.98663 1.45668 1.71900 -0.91 1.18 1.32
C -0.00148 -0.58058 -0.67558 -0.08 -0.46 0.12
H 1.18841 0.75447 -1.76669 -0.12 -0.20 0.10
H 0.39899 -0.50264 -2.66408 0.03 0.12 0.13
O -0.81127 -1.48631 -0.73345 0.08 0.08 -0.22
H 1.03854 -0.60117 1.19407 0.49 -0.52 -0.16
H 0.88047 1.02121 0.48805 -0.84 -0.79 0.57
```
Positions in Å, forces in eV/Å.

***

ORCA calculation (the ωB97M-V functional and the def2-TZVPD basis) on the ion C3H5NO2S with charge -2.

Values from the calculation:
orbital gap	5.809	eV
total charge	-2
SMILES string	O=C([O-])NCC[S-]

Geometry as XYZ:
```
12
Properties=species:S:1:pos:R:3:forces:R:3
C -0.90556 -0.29912 -1.94024 0.18 0.89 0.56
O -2.11939 -0.31674 -1.60342 0.55 -0.20 -0.28
O -0.40378 -0.23549 -3.09840 -0.16 -0.40 0.15
H 0.71031 -1.19542 1.51888 -0.02 -0.19 0.30
S 0.61624 0.63975 3.12549 0.26 0.11 0.12
H -1.23542 0.11065 0.72004 0.06 -0.07 0.11
H 1.78301 0.02343 1.00895 0.59 0.42 0.19
H 1.00000 -0.12223 -1.17182 0.22 0.17 -0.40
C -0.21033 0.34082 0.44053 0.28 0.38 -0.45
H -0.11530 1.44105 0.37528 -0.25 -0.08 0.01
N 0.06267 -0.27776 -0.86122 -0.80 -0.37 0.20
C 0.81755 -0.10894 1.48592 -0.92 -0.66 -0.51
```
Positions in Å, forces in eV/Å.

***

ORCA calculation (the ωB97M-V functional and the def2-TZVPD basis) on the ion C3H5NO2S with charge -2.

Values from the calculation:
orbital gap	5.364	eV
total charge	-2
SMILES string	N[C@@H](C[S-])C(=O)[O-]

Geometry as XYZ:
```
12
Properties=species:S:1:pos:R:3:forces:R:3
N 1.37366 0.42800 0.58580 0.16 0.99 0.39
H 1.17105 0.82912 1.49121 0.18 0.48 0.33
O 0.46980 0.31670 -2.05665 0.75 -0.10 -1.57
H -1.90449 -0.30402 -0.27892 0.89 0.45 0.54
O 0.64486 -1.96515 -1.73426 0.37 0.75 -0.51
H 1.48983 1.19344 -0.08737 -0.31 -0.29 0.22
C 0.53993 -0.75624 -1.44202 -2.10 0.30 3.71
H 0.35139 -1.28813 0.84292 -0.75 0.50 -0.45
H -1.16846 1.25732 0.03222 0.25 0.81 -0.72
C -1.19645 0.26024 0.40657 -0.27 -1.13 -1.65
C 0.19781 -0.34900 0.25067 1.21 -2.75 -2.13
S -1.96893 0.37773 1.98983 -0.38 -0.02 1.84
```
Positions in Å, forces in eV/Å.

***

ORCA calculation (the ωB97M-V functional and the def2-TZVPD basis) on the molecule C3H5NO2S.

Values from the calculation:
orbital gap	9.006	eV
total charge	0
SMILES string	C/C(=N\O)OC=S

Geometry as XYZ:
```
12
Properties=species:S:1:pos:R:3:forces:R:3
H -2.42251 0.37028 -1.75712 0.02 0.02 0.02
O 0.28086 -0.48105 -0.36273 -1.03 0.63 -1.16
S 1.93766 -1.88005 0.92822 0.07 0.29 0.34
O -1.90516 2.19381 -0.02550 0.17 1.02 1.26
N -0.84355 1.35770 0.36962 -0.79 0.45 0.24
C -0.67821 0.52432 -0.54564 1.15 -1.10 -0.51
C -1.34593 0.48683 -1.87764 -0.02 0.27 -0.03
H -1.95736 2.80150 0.74368 -0.11 -0.45 -0.80
C 0.96367 -0.60641 0.76800 0.39 -0.66 0.28
H 0.77323 0.16366 1.50506 0.08 0.05 0.11
H -0.95728 -0.32017 -2.47649 0.13 -0.31 -0.06
H -1.17655 1.43112 -2.41653 -0.06 -0.23 0.31
```
Positions in Å, forces in eV/Å.

***

ORCA calculation (the ωB97M-V functional and the def2-TZVPD basis) on the molecule C3H5NO2S.

Values from the calculation:
orbital gap (alpha / beta)	7.713 / 7.748	eV
total charge	0

Geometry as XYZ:
```
12
Properties=species:S:1:pos:R:3:forces:R:3
O -2.03527 2.05806 -0.11922 -0.50 -0.66 0.02
C -0.22179 -1.06281 -0.11220 -0.14 0.19 -0.56
C 1.18522 0.58527 0.75906 -1.06 -0.18 -0.65
C -1.38389 1.06769 -0.08023 2.08 1.46 0.29
S 2.49416 0.85560 -0.38229 0.08 -0.06 0.10
H -0.52237 -2.09182 0.09453 -0.03 0.19 -0.09
H -2.31577 -0.74184 -0.08265 -0.12 0.20 -0.06
H 0.26045 -1.00714 -1.10305 -0.09 -0.09 0.32
N -1.44370 -0.22707 -0.16476 -0.37 -1.43 0.20
H 1.37028 1.05572 1.71083 -0.08 0.08 0.12
O 0.64694 -0.68633 0.89862 0.27 0.20 0.39
H 1.96573 0.19468 -1.41865 -0.04 0.09 -0.08
```
Positions in Å, forces in eV/Å.

***

ORCA calculation (the ωB97M-V functional and the def2-TZVPD basis) on a structure of composition C3H5NO2S.

Values from the calculation:
orbital gap	9.384	eV
total charge	0

Geometry as XYZ:
```
12
Properties=species:S:1:pos:R:3:forces:R:3
H 0.36298 -1.87842 -0.20427 3.00 3.14 -0.13
H -2.43795 0.24221 -2.22775 -0.60 0.50 2.97
S -2.94437 0.49247 -0.76862 -0.16 -0.30 -3.42
C 0.51604 0.51740 1.20083 1.49 0.64 2.18
C 1.24743 -0.84137 -0.36496 1.49 -3.03 -3.02
C -0.41961 0.47584 0.00096 -0.87 1.11 -0.47
H 2.31370 -1.20147 -1.06685 -3.78 1.08 1.96
H 0.10588 -0.09453 2.10208 0.42 1.41 -1.58
O 0.32831 0.16043 -1.20510 0.04 -1.39 4.71
N -1.66821 0.71424 0.21842 3.18 -0.98 -0.70
O 1.76348 -0.22470 0.78366 -3.41 0.62 -1.69
H 0.83231 1.63790 1.53161 -0.79 -2.80 -0.81
```
Positions in Å, forces in eV/Å.

***

ORCA calculation (the ωB97M-V functional and the def2-TZVPD basis) on the molecule C3H5NO2S.

Values from the calculation:
orbital gap	10.082	eV
total charge	0
SMILES string	C1=NOCOCS1

Geometry as XYZ:
```
12
Properties=species:S:1:pos:R:3:forces:R:3
C 0.61288 -1.26103 0.22359 -0.12 -0.11 0.94
H -2.02717 -0.66810 0.62583 -0.15 -0.12 0.19
C -1.39925 -0.12036 -0.06852 -0.13 0.36 -0.17
N -0.10335 1.80294 -0.11877 0.14 0.01 -0.05
H 1.72041 2.15921 -0.86106 -0.25 -0.17 0.24
O -0.81383 0.88241 0.70187 0.03 -0.15 0.00
H -1.99309 0.29380 -0.89636 0.26 -0.18 0.15
S 1.97226 -0.01357 0.11957 -0.14 0.03 -0.02
C 1.10335 1.44895 -0.29753 0.21 0.10 -0.25
O -0.43403 -0.97902 -0.64318 0.03 -0.02 -0.19
H 1.07813 -2.20255 -0.07225 -0.05 0.13 -0.09
H 0.28371 -1.34266 1.28678 0.17 0.13 -0.75
```
Positions in Å, forces in eV/Å.

***

Relative energy (zero: lowest compared OMol25 entry of this formula, charge and spin)
In order: 75.67; 54.26; 108.87; 120.78; 17.21; 30.27; 0.84; 28.27; 58.50; 84.92; 110.92; 63.25
Unit: kcal per mole
Total energy
In order: -322.45375; -322.48786; -322.40084; -322.38186; -322.54691; -322.52610; -720.74523; -720.70151; -720.65327; -720.61117; -720.56974; -720.64570
Unit: Ha
Maximum force
In order: 1.14; 1.15; 5.63; 1.24; 0.62; 2.59; 1.24; 4.28; 1.67; 2.56; 4.91; 0.95
Unit: eV/A